1.
{
  "formula": "C21H21Cl2N3O2",
  "method": "ωB97M-V with the def2-TZVPD basis set",
  "species": ["O", "C", "C", "C", "N", "C", "C", "C", "N", "C", "C", "C", "O", "C", "C", "Cl", "C", "C", "Cl", "C", "C", "N", "C", "C", "C", "C", "C", "C", "H", "H", "H", "H", "H", "H", "H", "H", "H", "H", "H", "H", "H", "H", "H", "H", "H", "H", "H", "H", "H"],
  "xyz": [[-4.606, 1.517, -0.792], [-3.655, 1.200, 0.005], [-2.583, 0.427, -0.554], [-1.662, -0.230, 0.248], [-0.563, -0.894, -0.413], [0.228, -1.815, 0.334], [0.816, -2.935, -0.659], [1.601, -2.561, -1.885], [2.807, -1.809, -1.439], [3.388, -0.555, -2.026], [4.605, -0.046, -1.290], [4.332, -0.036, 0.252], [3.184, 0.640, 0.472], [2.206, 0.951, -0.456], [1.112, 1.812, -0.121], [1.035, 2.603, 1.416], [0.338, 2.288, -1.101], [0.458, 1.794, -2.378], [-0.670, 2.422, -3.618], [1.349, 0.846, -2.693], [2.286, 0.441, -1.755], [-1.957, -0.357, 1.624], [-3.021, 0.330, 2.223], [-3.145, 0.364, 3.622], [-4.210, 0.928, 4.260], [-4.983, 1.822, 3.565], [-4.942, 1.830, 2.167], [-3.976, 1.069, 1.492], [-2.366, 0.530, -1.587], [-0.223, -0.561, -1.344], [1.071, -1.301, 0.850], [-0.418, -2.370, 1.096], [1.429, -3.622, 0.030], [-0.053, -3.577, -0.949], [1.062, -1.970, -2.648], [2.016, -3.392, -2.357], [3.501, -2.532, -1.589], [3.455, -0.595, -3.139], [5.480, -0.774, -1.463], [4.757, 1.027, -1.673], [4.339, -1.114, 0.520], [5.198, 0.415, 0.838], [-0.447, 3.008, -0.826], [1.247, 0.397, -3.680], [-1.550, -1.081, 2.150], [-2.402, -0.172, 4.212], [-4.404, 0.944, 5.371], [-5.779, 2.388, 4.159], [-5.683, 2.305, 1.527]],
  "charge": 0,
  "smiles": "O=c1cc(NCCCN[C@@H]2CCOc3c(Cl)cc(Cl)cc32)[nH]c2ccccc12",
  "homo_lumo_gap_ha": 0.30105
}

2.
{
  "formula": "C21H21F3N4O",
  "method": "ωB97M-V with the def2-TZVPD basis set",
  "species": ["F", "C", "F", "F", "C", "C", "C", "C", "C", "C", "C", "N", "O", "C", "C", "N", "C", "C", "C", "C", "C", "C", "C", "C", "C", "C", "N", "N", "C", "H", "H", "H", "H", "H", "H", "H", "H", "H", "H", "H", "H", "H", "H", "H", "H", "H", "H", "H", "H", "H"],
  "xyz": [[-3.146, -1.788, 1.291], [-4.116, -1.470, 0.415], [-3.882, -2.220, -0.681], [-5.261, -1.929, 0.939], [-4.146, -0.003, 0.102], [-5.308, 0.738, 0.264], [-5.288, 2.090, -0.030], [-4.124, 2.692, -0.477], [-2.964, 1.949, -0.649], [-1.686, 2.598, -1.118], [-0.639, 2.407, -0.082], [-0.232, 3.336, 0.734], [0.683, 2.723, 1.538], [0.754, 1.447, 1.144], [1.706, 0.500, 1.790], [2.771, 0.067, 0.911], [3.729, 1.109, 0.597], [4.996, 0.474, 0.032], [4.660, -0.326, -1.221], [3.561, -1.329, -0.896], [2.340, -0.606, -0.306], [1.245, -1.618, -0.088], [0.263, -1.794, -1.058], [-0.700, -2.769, -0.869], [-0.656, -3.535, 0.286], [0.359, -3.280, 1.193], [1.286, -2.356, 1.013], [-0.038, 1.204, 0.142], [-2.978, 0.591, -0.357], [-6.209, 0.264, 0.620], [-6.184, 2.677, 0.096], [-4.117, 3.749, -0.694], [-1.352, 2.121, -2.042], [-1.832, 3.665, -1.283], [2.147, 0.989, 2.661], [1.161, -0.391, 2.114], [3.966, 1.650, 1.516], [3.326, 1.836, -0.134], [5.729, 1.251, -0.191], [5.414, -0.194, 0.786], [5.546, -0.845, -1.590], [4.316, 0.352, -2.007], [3.260, -1.875, -1.792], [3.915, -2.044, -0.153], [1.976, 0.129, -1.049], [0.255, -1.173, -1.941], [-1.477, -2.926, -1.603], [-1.391, -4.300, 0.477], [0.441, -3.842, 2.115], [-2.077, 0.005, -0.467]],
  "charge": 0,
  "smiles": "FC(F)(F)c1cccc(Cc2noc(CN3CCCC[C@H]3c3ccccn3)n2)c1",
  "homo_lumo_gap_ha": 0.34858
}

3.
{
  "formula": "C21H21I2N5O6Y",
  "method": "ωB97M-V with the def2-TZVPD basis set",
  "species": ["Y", "I", "C", "C", "C", "I", "C", "O", "C", "C", "N", "C", "C", "C", "C", "C", "C", "N", "C", "H", "H", "H", "H", "H", "H", "H", "H", "H", "H", "H", "O", "C", "O", "C", "C", "N", "N", "C", "C", "O", "O", "H", "H", "H", "C", "N", "C", "C", "O", "H", "H", "H", "H", "H", "H", "H"],
  "xyz": [[-0.707, -0.147, -0.745], [5.519, 3.336, -2.691], [3.591, 2.579, -2.760], [2.509, 3.428, -2.447], [1.234, 2.965, -2.323], [-0.293, 4.184, -1.574], [1.012, 1.588, -2.455], [-0.165, 1.029, -2.349], [2.092, 0.719, -2.654], [1.816, -0.764, -2.648], [1.421, -1.240, -1.269], [2.365, -1.088, -0.105], [2.402, 0.281, 0.548], [3.611, 0.824, 0.846], [3.709, 2.089, 1.453], [2.537, 2.746, 1.747], [1.313, 2.175, 1.400], [1.225, 1.029, 0.707], [3.379, 1.211, -2.872], [2.541, 4.505, -2.426], [2.736, -1.288, -2.974], [1.000, -1.062, -3.242], [1.372, -2.232, -1.430], [3.387, -1.398, -0.311], [1.897, -1.724, 0.620], [4.534, 0.238, 0.766], [4.672, 2.504, 1.638], [2.540, 3.710, 2.267], [0.366, 2.698, 1.552], [4.181, 0.528, -3.142], [-6.568, -1.031, -1.885], [-6.441, -0.157, -0.938], [-7.318, 0.163, -0.171], [-5.072, 0.480, -0.730], [-4.901, 1.723, -0.138], [-3.592, 1.916, -0.005], [-2.888, 0.819, -0.348], [-3.801, -0.058, -0.752], [-3.312, -1.441, -1.216], [-4.108, -2.217, -1.784], [-2.092, -1.673, -1.000], [-5.746, -1.434, -2.205], [-5.684, 2.487, 0.021], [-3.074, 2.677, 0.428], [0.521, -2.119, 3.787], [-0.310, -2.951, 2.943], [-0.629, -4.332, 3.441], [-0.864, -2.356, 1.849], [-0.526, -1.223, 1.533], [-0.149, -1.410, 4.308], [1.279, -1.683, 3.142], [1.130, -2.690, 4.510], [0.206, -4.648, 4.038], [-0.796, -4.958, 2.590], [-1.499, -4.323, 4.143], [-1.565, -2.983, 1.311]],
  "charge": 1,
  "homo_lumo_gap_ha": 0.28730
}